{"formula": "C22H23N2", "method": "ωB97M-V/def2-TZVPD", "symbols": ["N", "N", "C", "C", "C", "C", "C", "C", "C", "C", "C", "C", "C", "C", "C", "C", "C", "C", "C", "C", "C", "C", "C", "C", "H", "H", "H", "H", "H", "H", "H", "H", "H", "H", "H", "H", "H", "H", "H", "H", "H", "H", "H", "H", "H", "H", "H"], "xyz": [[-4.712, 0.182, 0.739], [0.913, -0.086, -2.801], [-3.352, 0.077, 0.478], [4.008, 1.646, 0.730], [-5.208, 0.160, 2.101], [2.334, 3.427, 0.601], [4.045, -1.656, 0.673], [-2.733, 0.892, -0.510], [3.040, -0.739, 0.433], [1.684, 1.155, 0.183], [1.700, -1.190, 0.210], [1.414, -2.554, 0.109], [3.726, -3.022, 0.697], [-2.566, -0.840, 1.220], [1.344, 2.507, 0.234], [3.031, 0.722, 0.423], [3.651, 3.000, 0.850], [0.862, -0.020, 0.056], [-1.215, -0.953, 0.946], [-5.718, -0.172, -0.244], [2.429, -3.468, 0.399], [-1.355, 0.859, -0.661], [2.239, 0.109, -3.302], [-0.568, -0.033, 0.097], [0.333, 0.751, -2.780], [0.420, -2.867, -0.206], [2.828, 0.806, -2.678], [4.410, 3.734, 1.122], [-3.341, 1.610, -1.076], [2.754, -0.863, -3.349], [5.059, -1.301, 0.829], [2.076, 4.484, 0.693], [2.198, -4.533, 0.383], [-6.223, 0.556, 2.077], [4.497, -3.759, 0.911], [2.169, 0.503, -4.324], [-0.635, -1.721, 1.452], [-0.869, 1.513, -1.383], [-4.598, 0.790, 2.757], [5.028, 1.297, 0.869], [-5.352, 0.027, -1.255], [-5.247, -0.850, 2.531], [0.323, 2.805, 0.000], [-6.612, 0.422, -0.040], [-3.042, -1.473, 1.977], [0.825, -0.697, -2.001], [-5.996, -1.240, -0.168]], "mulliken_charge": [0.10, -0.36, 0.46, -0.51, -1.03, -0.94, -0.40, -0.96, 0.19, 0.89, 0.24, -0.03, -0.63, -0.72, -0.25, -0.22, -0.63, -0.57, -0.83, -0.94, -1.00, -0.40, -0.76, 1.45, 0.23, 0.68, 0.23, 0.42, 0.44, 0.29, 0.45, 0.42, 0.42, 0.33, 0.42, 0.34, 0.61, 0.42, 0.34, 0.45, 0.34, 0.35, 0.52, 0.31, 0.29, 0.25, 0.30], "homo_lumo_gap_ev": 5.442, "e_above_lowest_kcal_mol": 12.5, "total_charge": 1}